Entry 1:
Here is 2 unconnected molecules or ions with the total composition C3H9NO at a distorted geometry from the OMol25 dataset. Energies are from ωB97M-V/def2-TZVPD.

The charge is -1. For the relative energy (zero: lowest compared OMol25 entry of this formula, charge and spin), the calculation gives 162.1 kJ/mol. As for the LUMO energy (alpha / beta): 4.3 / 4.3 eV. The HOMO-LUMO gap (alpha / beta) is 3.178 / 8.267 eV. Its spin multiplicity is 2.

Bonds (Å) are listed after each position.
Positions of all 14 atoms, in Å:
1 C 0.156 2.198 1.112  O2 1.427, H3 1.096, H4 1.105, H5 1.089
2 O 0.649 0.863 1.203  C1 1.427, H13 0.977
3 H 0.664 2.871 0.411  C1 1.096
4 H -0.876 2.102 0.725  C1 1.105
5 H 0.282 2.639 2.100  C1 1.089
6 C 0.107 -1.381 -0.404  C7 1.364, N8 1.384, H9 1.090
7 C -1.005 -2.051 0.013  C6 1.364, H10 1.092, H11 1.079
8 N 0.119 -0.570 -1.525  C6 1.384, H12 1.030, H14 1.015
9 H 1.066 -1.278 0.103  C6 1.090
10 H -0.879 -3.061 0.408  C7 1.092
11 H -1.957 -1.787 -0.420  C7 1.079
12 H 1.010 -0.404 -2.013  N8 1.030
13 H 1.263 0.761 0.449  O2 0.977
14 H -0.598 -0.902 -2.162  N8 1.015

Entry 2:
Here is 2 unconnected molecules or ions with the total composition C3H9NO at a distorted geometry from the OMol25 dataset. Energies are from ωB97M-V/def2-TZVPD.

The charge is 0. As for the SMILES: C=N.CCO. For the relative energy (zero: lowest compared OMol25 entry of this formula, charge and spin), the calculation gives 189.0 kJ/mol. As for the LUMO energy: 0.9 eV. The HOMO-LUMO gap is 11.188 eV.

Bonds (Å) are listed after each position.
Positions of all 14 atoms, in Å:
1 C -1.961 -0.787 -1.988  N2 1.270, H3 1.086, H4 1.084
2 N -0.784 -0.950 -2.434  C1 1.270, H5 1.021
3 H -2.327 -1.504 -1.260  C1 1.086
4 H -2.628 -0.048 -2.416  C1 1.084
5 H -0.414 -0.126 -2.912  N2 1.021
6 C 1.454 0.023 2.348  C7 1.523, H9 1.100, H10 1.077, H11 1.088
7 C 0.315 0.566 1.496  C6 1.523, O8 1.431, H12 1.096, H13 1.091
8 O 0.861 1.009 0.249  C7 1.431, H14 0.957
9 H 2.260 0.772 2.353  C6 1.100
10 H 1.193 -0.249 3.357  C6 1.077
11 H 1.931 -0.793 1.809  C6 1.088
12 H -0.178 1.405 2.002  C7 1.096
13 H -0.406 -0.234 1.317  C7 1.091
14 H 0.437 0.483 -0.429  O8 0.957

Entry 3:
Here is C3H9NO in the gas phase at a distorted geometry from the OMol25 dataset. Energies are from ωB97M-V/def2-TZVPD.

The charge is 0. As for the SMILES: CNCOC. For the relative energy (zero: lowest compared OMol25 entry of this formula, charge and spin), the calculation gives 303.0 kJ/mol. As for the LUMO energy: 1.1 eV. The HOMO-LUMO gap is 9.234 eV.

Bonds (Å) are listed after each position.
Positions of all 14 atoms, in Å:
1 C 0.217 1.508 0.466  N2 1.464, H6 1.092, H7 1.092, H8 1.153
2 N -1.077 0.947 0.071  C1 1.464, C3 1.471, H9 1.004
3 C -1.153 -0.470 -0.320  N2 1.471, O4 1.412, H10 1.098, H11 1.089
4 O -0.118 -0.872 -1.191  C3 1.412, C5 1.483
5 C 1.122 -1.312 -0.508  O4 1.483, H12 1.088, H13 1.133, H14 1.086
6 H 1.011 0.888 0.045  C1 1.092
7 H 0.056 2.582 0.583  C1 1.092
8 H 0.577 1.176 1.511  C1 1.153
9 H -1.686 1.633 0.478  N2 1.004
10 H -1.100 -1.045 0.613  C3 1.098
11 H -2.046 -0.644 -0.919  C3 1.089
12 H 2.055 -0.783 -0.696  C5 1.088
13 H 1.258 -2.425 -0.677  C5 1.133
14 H 0.884 -1.182 0.543  C5 1.086

Entry 4:
Here is C3H9NO in the gas phase from the OMol25 dataset. Energies are from ωB97M-V/def2-TZVPD.

The charge is 0. As for the SMILES: C[C@@H](O)CN. For the relative energy (zero: lowest compared OMol25 entry of this formula, charge and spin), the calculation gives 61.4 kJ/mol. As for the LUMO energy: 1.0 eV. The HOMO-LUMO gap is 10.200 eV.

Bonds (Å) are listed after each position.
Positions of all 14 atoms, in Å:
1 C 1.194 -0.884 -0.327  C2 1.523, H6 1.092, H7 1.094, H8 1.094
2 C 0.537 0.256 0.439  C1 1.523, O3 1.424, C4 1.522, H9 1.107
3 O 0.662 1.485 -0.269  C2 1.424, H10 0.968
4 C -0.958 0.062 0.652  C2 1.522, N5 1.455, H11 1.095, H12 1.105
5 N -1.621 -0.022 -0.640  C4 1.455, H13 1.013, H14 1.014
6 H 2.257 -0.684 -0.479  C1 1.092
7 H 1.128 -1.827 0.224  C1 1.094
8 H 0.710 -0.998 -1.302  C1 1.094
9 H 1.012 0.350 1.434  C2 1.107
10 H 1.584 1.567 -0.549  O3 0.968
11 H -1.117 -0.881 1.184  C4 1.095
12 H -1.293 0.894 1.298  C4 1.105
13 H -2.618 -0.168 -0.531  N5 1.013
14 H -1.477 0.851 -1.134  N5 1.014